## 1
ORCA calculation (ωB97M-V/def2-TZVPD) on a molecular structure, C11H9N.

Results
LUMO: -0.31 eV
Kohn-Sham gap: 7.753 eV
Spin multiplicity: 1
HOMO level: -8.07 eV

```
21
C11H9N ωB97M-V/def2-TZVPD
C 1.4465 -0.4103 -1.6785
C 2.1345 -0.5708 -0.5073
C 0.0660 -0.3351 -1.9891
C 1.6247 -0.7747 0.7631
C -2.2507 -0.1818 -0.6227
C -1.7086 -0.7195 1.8934
C -0.9256 0.0235 -1.0805
C -1.8630 0.0826 0.7415
C 0.3171 -0.4533 1.1793
C -0.4770 0.4216 0.3203
C 0.0406 2.1806 0.4892
N -0.4592 -1.0253 2.0905
H 2.1062 -0.6483 -2.5439
H 3.0743 -0.9153 -0.6428
H -0.2006 -0.7538 -3.0839
H 2.3134 -1.0926 1.6521
H -3.2383 -0.5913 -0.8801
H -2.3323 -1.4670 2.3909
H -0.4954 2.6481 -0.3436
H 1.1017 2.1435 0.3329
H -0.2741 2.4389 1.5193
```

***

## 2
ORCA calculation (ωB97M-V/def2-TZVPD) on 2 unconnected molecules or ions with the total composition C11H9N.

Results
LUMO (alpha / beta): -1.93 / -1.93 eV
Kohn-Sham gap (alpha / beta): 6.808 / 6.808 eV
Spin multiplicity: 1
HOMO level (alpha / beta): -8.74 / -8.74 eV

```
21
C11H9N ωB97M-V/def2-TZVPD
C -1.2281 -1.1375 1.7068
C -0.2512 -0.3408 -2.8084
C -0.9956 0.6843 -2.3447
C 0.6900 -1.0650 -2.0468
C -0.8362 1.0801 -0.8806
C 0.7952 -0.7302 -0.7189
C 0.0828 0.3715 -0.1672
C 1.5243 -1.2528 0.4114
C 1.2607 -0.5305 1.5132
C 0.3290 0.4966 1.2640
C -0.2104 1.5297 2.1694
N -1.5956 -2.2338 1.6440
H -0.4176 -0.6141 -3.8416
H -1.7542 1.2123 -3.0242
H 1.4220 -1.6754 -2.5160
H -1.6788 1.7849 -0.4342
H 2.1582 -2.0449 0.2063
H 1.5874 -0.7633 2.5035
H 0.4388 2.3715 2.3678
H -0.2001 0.9227 3.1138
H -1.1207 1.9346 1.8825
```

***

Q: Which of them is the least stable? A: 1.

***

## 1
ORCA calculation (ωB97M-V/def2-TZVPD) on a molecular structure, C5H11N3.

Results
LUMO (alpha / beta): 0.79 / 0.79 eV
Kohn-Sham gap (alpha / beta): 7.145 / 7.146 eV
Spin multiplicity: 1
HOMO level (alpha / beta): -6.36 / -6.36 eV

```
19
C5H11N3 ωB97M-V/def2-TZVPD
C -2.6086 1.2128 -0.5116
C -1.0696 -1.8624 0.4948
C -2.1540 0.0021 -0.4159
C 0.9645 1.2665 0.0034
C 0.4593 -0.7722 -1.2288
N -1.1493 -0.7984 -0.2368
N 1.9960 -0.9702 0.5459
N 1.4138 -0.0587 -0.4428
H -2.1440 2.1336 -0.1168
H -3.5985 1.4132 -0.7866
H -0.1075 -2.4140 0.5960
H -1.7128 -2.1309 1.4072
H 1.6567 2.1617 -0.0566
H 0.1748 1.6443 -0.6831
H 0.5217 0.9940 0.9596
H 0.8138 -1.8548 -1.1776
H 0.0210 -0.4207 -2.1070
H 2.8437 -0.5243 0.8632
H 1.3525 -1.1450 1.2862
```

***

## 2
ORCA calculation (ωB97M-V/def2-TZVPD) on 3 unconnected molecules or ions with the total composition C5H11N3.

Results
LUMO (alpha / beta): 0.51 / 0.51 eV
Kohn-Sham gap (alpha / beta): 8.205 / 8.204 eV
Spin multiplicity: 1
HOMO level (alpha / beta): -7.69 / -7.69 eV

```
19
C5H11N3 ωB97M-V/def2-TZVPD
C -0.5272 -0.7433 -1.6721
C -1.0239 -1.6016 0.5742
N -0.8173 -0.4586 -0.2843
C 1.5987 0.7917 0.8669
N 2.3939 1.2815 -0.0968
N 1.7204 -0.2695 1.5089
H 3.3653 1.0042 -0.0566
H 2.2311 2.2229 -0.4212
H 0.9822 -0.4484 2.1803
H -1.2387 -1.4565 -2.0983
H 0.4723 -1.1922 -1.7000
H -0.5937 0.1613 -2.2742
H -0.0883 -2.1627 0.6647
H -1.3504 -1.3007 1.5688
H -1.7519 -2.3026 0.1527
C -1.1272 0.8268 0.1312
C -2.0086 1.6822 -0.1059
H -2.5151 2.5490 0.2481
H 0.2785 1.4166 0.8137
```

***

## 3
ORCA calculation (ωB97M-V/def2-TZVPD) on a single C5H11N3 molecule.

Results
LUMO: 1.11 eV
Structure (SMILES): CC[C@@H]1CC=NN1N
Kohn-Sham gap: 9.150 eV
Spin multiplicity: 1
HOMO level: -8.04 eV

```
19
C5H11N3 ωB97M-V/def2-TZVPD
C -1.9081 -1.4770 -0.3064
C -1.2262 -0.1541 -0.6541
C 0.2241 -0.1553 -0.1701
C 0.4560 -0.4297 1.3524
C 1.7167 0.3373 1.5332
N 1.9327 1.2225 0.7032
N 0.8944 1.1496 -0.2458
N 1.4748 1.5451 -1.5380
H -3.0113 -1.3229 -0.5485
H -1.9726 -1.5793 0.7086
H -1.6715 -2.4640 -0.7581
H -1.8703 0.6345 -0.1844
H -1.1956 -0.0298 -1.6402
H 0.7862 -0.8234 -0.8345
H 0.3145 -1.3929 1.6541
H -0.3474 0.2477 1.8322
H 2.2521 0.4069 2.4188
H 2.3306 2.0665 -1.3222
H 0.8210 2.2183 -2.0001
```

***

Q: Which of them is the least stable? A: 1.

***

## 1
ORCA calculation (ωB97M-V/def2-TZVPD) on a single C4H7NOS molecule.

Results
LUMO (alpha / beta): 0.06 / 0.06 eV
Kohn-Sham gap (alpha / beta): 7.208 / 7.213 eV
Spin multiplicity: 1
HOMO level (alpha / beta): -7.15 / -7.15 eV

```
14
C4H7NOS ωB97M-V/def2-TZVPD
C -0.4489 -2.3490 -0.1130
C 0.1351 0.3233 -0.8433
C -1.4715 -0.6216 1.2402
C 1.4188 0.9420 -0.2476
N -1.0678 -1.8678 0.8890
O -2.6085 -0.1485 0.6599
S 0.5067 -1.3623 -1.2149
H -0.2846 -3.4308 -0.3289
H -0.2923 0.8295 -1.6656
H -1.2807 0.0135 2.0421
H 2.3330 0.6566 -0.8857
H 1.6056 0.6156 0.7347
H 1.2333 1.9209 -0.3814
H -2.6322 -0.1903 -0.3242
```

***

## 2
ORCA calculation (ωB97M-V/def2-TZVPD) on a molecular structure, C4H7NOS.

Results
LUMO: -0.34 eV
Kohn-Sham gap: 8.052 eV
Spin multiplicity: 1
HOMO level: -8.40 eV

```
14
C4H7NOS ωB97M-V/def2-TZVPD
C -1.1940 0.4962 1.3075
C -0.3306 0.2648 0.1272
C 1.0235 -0.1144 0.3124
C 1.9298 -0.5180 -0.7163
H -2.2421 0.1559 1.4121
H -0.9081 0.1200 2.3288
H -1.3204 1.5912 1.4720
H -1.9069 1.3840 -0.8263
H -0.6427 -0.2036 -2.0182
H 1.4703 -0.2740 1.2952
H 0.6430 -1.8152 -1.1956
N -1.2582 0.1625 -1.0025
O 1.2474 -0.9742 -1.8376
S 3.4891 -0.2754 -0.6588
```

***

Q: Which of them is the least stable? A: 2.

***

## 1
ORCA calculation (ωB97M-V/def2-TZVPD) on 2 unconnected molecules or ions with the total composition C4H7NOS.

Results
LUMO: -1.58 eV
Kohn-Sham gap: 7.306 eV
Spin multiplicity: 1
HOMO level: -8.89 eV

```
14
C4H7NOS ωB97M-V/def2-TZVPD
C -2.3702 -1.2047 0.4355
C 0.6224 -0.9842 -0.7229
C 0.4334 0.0846 0.3295
C -0.6836 0.9165 -0.0110
N -3.3827 -1.7071 0.7263
O -1.2753 1.8911 0.7830
S -0.9676 1.2953 -1.7105
H 1.2782 -1.7760 -0.3438
H 1.0927 -0.6262 -1.6490
H -0.2560 -1.3949 -1.0008
H 1.3806 0.6985 0.7015
H 0.4101 -0.4744 1.3312
H -1.0009 1.8422 1.6797
H -1.9594 2.2414 -1.1757
```

***

## 2
ORCA calculation (ωB97M-V/def2-TZVPD) on a molecular structure, C4H7NOS.

Results
LUMO: 0.74 eV
Kohn-Sham gap: 9.666 eV
Spin multiplicity: 1
HOMO level: -8.92 eV

```
14
C4H7NOS ωB97M-V/def2-TZVPD
C -0.3129 -1.2122 -0.2018
C -0.2647 0.2644 -0.5040
C 1.0836 0.0321 0.4986
C -1.3409 1.0294 0.3015
N 0.6989 -1.3336 0.6199
O -1.1692 -2.1093 -0.7214
S 2.5719 -0.0446 -0.4668
H 0.0520 0.5791 -1.5341
H 1.1390 0.6661 1.4221
H -1.6348 0.3780 1.1797
H -2.3292 1.3995 -0.2491
H -0.6925 2.0040 0.6025
H -0.6895 -2.8971 -0.4926
H 2.8882 1.2442 -0.4546
```

***

Q: Which of them is the least stable? A: 1.

***

## 1
ORCA calculation (ωB97M-V/def2-TZVPD) on a single C4H7NOS molecule.

Results
LUMO: 0.55 eV
Structure (SMILES): C/C(N)=C\C(=O)S
Kohn-Sham gap: 9.039 eV
Spin multiplicity: 1
HOMO level: -8.49 eV

```
14
C4H7NOS ωB97M-V/def2-TZVPD
C -0.7010 0.1361 1.2398
C 0.1871 -0.5776 0.2662
N 1.0731 -1.4652 0.8355
C 0.1574 -0.3887 -1.1018
C -0.4532 0.7217 -1.7928
O -1.1006 0.5877 -2.8515
S -0.2346 2.4369 -1.3228
H -0.0908 0.8918 1.7654
H -1.0145 -0.5767 1.9850
H -1.5752 0.5940 0.7626
H 1.7389 -1.9118 0.1989
H 1.2254 -1.5467 1.8434
H 0.5631 -1.1627 -1.7360
H 0.2249 2.2612 -0.0918
```

***

## 2
ORCA calculation (ωB97M-V/def2-TZVPD) on a single C4H7NOS molecule.

Results
LUMO: 0.78 eV
Structure (SMILES): C[C@H]1NC(=O)[C@@H]1S
Kohn-Sham gap: 9.722 eV
Spin multiplicity: 1
HOMO level: -8.95 eV

```
14
C4H7NOS ωB97M-V/def2-TZVPD
C 0.1867 -1.2794 -1.3791
C 0.2206 0.0226 -0.6169
N -1.1040 0.4355 -0.2408
C -1.0550 0.5387 1.0811
O -1.7747 0.7083 2.0006
C 0.4678 0.1758 1.1624
S 1.7678 1.3722 1.6422
H -0.5361 -1.8524 -0.8993
H 1.0180 -1.9535 -1.2853
H -0.0122 -1.1247 -2.3741
H 0.7585 0.6953 -1.1365
H -1.9220 0.3942 -0.7812
H 0.7812 -0.7472 1.5944
H 1.2032 2.6147 1.2325
```

***

## 3
ORCA calculation (ωB97M-V/def2-TZVPD) on a molecular structure, C4H7NOS.

Results
LUMO: 0.38 eV
Kohn-Sham gap: 9.496 eV
Spin multiplicity: 1
HOMO level: -9.11 eV

```
14
C4H7NOS ωB97M-V/def2-TZVPD
C -1.8401 -0.3789 -1.0589
C -0.6616 -0.4050 0.0149
C 0.4229 -1.3713 0.1654
C 0.1801 0.8738 -0.1872
H -1.1464 -0.4549 -1.9063
H -1.9942 0.7938 -1.1938
H -2.6978 -1.1311 -1.1632
H -0.4416 -0.6492 2.0916
H -1.2622 1.1069 1.5864
H 0.4259 -2.2416 -0.5595
H 0.4651 -1.9474 1.0646
N -1.2760 -0.2401 1.2982
O -0.0496 2.0013 0.0581
S 1.7107 -0.1324 -0.1924
```

***

Q: Which of them is the least stable? A: 3.

***

## 1
ORCA calculation (ωB97M-V/def2-TZVPD) on a single C4H7NOS molecule.

Results
LUMO: 0.63 eV
Structure (SMILES): COC(=S)N1CC1
Kohn-Sham gap: 9.046 eV
Spin multiplicity: 1
HOMO level: -8.42 eV

```
14
C4H7NOS ωB97M-V/def2-TZVPD
C 1.3749 1.1709 -1.4217
O 0.3244 0.5546 -0.8411
C 0.3552 0.5401 0.4987
S 1.4759 1.3733 1.3244
N -0.4383 -0.3227 1.3113
C -0.7924 -1.6662 0.6372
C -1.6948 -0.6375 0.6970
H 1.3722 0.7546 -2.5868
H 1.2624 2.2232 -1.3786
H 2.2862 0.8671 -0.6380
H -0.9011 -2.4862 1.3412
H -0.1159 -1.7962 -0.3454
H -2.1016 0.1327 -0.0875
H -2.4071 -0.7078 1.4895
```

***

## 2
ORCA calculation (ωB97M-V/def2-TZVPD) on a molecular structure, C4H7NOS.

Results
LUMO: 0.64 eV
Kohn-Sham gap: 9.437 eV
Spin multiplicity: 1
HOMO level: -8.80 eV

```
14
C4H7NOS ωB97M-V/def2-TZVPD
C -0.9072 1.4557 -0.0019
C 0.4772 1.0605 -0.1709
C 0.2116 -1.4403 0.0770
C -1.2349 -1.5805 -0.1128
H -1.4751 0.8900 -0.9842
H -1.3910 1.0459 0.9719
H -0.8968 2.6137 -0.2345
H 3.0782 0.1806 0.9487
H 1.1485 -2.2347 0.3787
H -1.5541 -2.5226 0.0170
H -2.3109 -0.8022 -0.4569
N 1.0071 -0.2610 -0.2275
O 1.2667 2.0986 -0.0321
S 2.5807 -0.5036 -0.1725
```

***

Q: Which of them is the least stable? A: 2.